{
  "formula": "C5H5MgNO4",
  "method": "the ωB97M-V functional and the def2-TZVPD basis",
  "e_homo_ev": -18.7,
  "charge": 2,
  "e_above_lowest_kcal_mol": 4.6,
  "species": ["O", "C", "Mg", "C", "C", "O", "O", "C", "C", "N", "O", "H", "H", "H", "H", "H"],
  "coordinates": [[0.4280, 3.5267, -2.9337], [0.5208, 2.3810, -2.8187], [0.7647, -1.8206, -1.0712], [2.5906, -1.5544, -2.5316], [-1.1585, -1.4006, -2.3496], [3.5468, -1.8797, -3.1444], [-2.2020, -1.5968, -2.8017], [0.0098, -0.0357, 2.9109], [-0.3075, 0.1390, 1.4528], [-1.4490, 0.7511, 1.0930], [0.4813, -0.3058, 0.5570], [-0.7070, 0.3751, 3.5822], [1.0010, 0.3984, 3.1033], [0.1217, -1.1090, 3.1084], [-1.5501, 0.9365, 0.1082], [-2.0907, 1.1946, 1.7350]],
  "forces_ev_per_angstrom": [[0.4, -4.1, 0.4], [-0.4, 4.1, -0.4], [-0.2, 2.3, 1.2], [6.1, -2.7, -3.7], [-4.5, -1.6, -1.8], [-6.3, 2.5, 3.9], [4.6, 1.2, 1.9], [1.0, -0.5, -0.8], [-1.1, 0.3, 0.3], [1.5, -0.6, -0.1], [-0.1, -1.5, -1.3], [-0.6, 0.4, 0.3], [-0.3, 0.0, -0.1], [-0.1, 0.2, 0.0], [-0.3, 0.2, 0.0], [0.2, -0.1, 0.1]]
}

=====

{
  "formula": "H2N2O3",
  "method": "the ωB97M-V functional and the def2-TZVPD basis",
  "e_homo_ev": [-9.4, -9.9],
  "e_above_lowest_kcal_mol": 37.0,
  "species": ["N", "N", "O", "O", "O", "H", "H"],
  "coordinates": [[-1.0635, 0.6697, -0.0784], [1.4396, 0.0739, 0.0269], [2.2668, 0.9140, 0.0402], [1.3847, -1.1055, -0.0312], [-1.4647, -0.6173, 0.0331], [-0.9917, 1.0191, 0.8818], [-1.5712, -0.9539, -0.8724]],
  "forces_ev_per_angstrom": [[0.2, 0.0, -0.7], [-1.5, 0.4, 0.1], [0.7, -0.2, 0.0], [0.7, -0.2, -0.1], [-0.1, 0.1, 0.4], [-0.1, -0.5, 0.1], [0.1, 0.3, 0.2]]
}

=====

{
  "formula": "H16O8",
  "method": "the ωB97M-V functional and the def2-TZVPD basis",
  "s_squared": 0.757,
  "multiplicity": 2,
  "e_homo_ev": [-13.8, -13.7],
  "charge": 1,
  "e_above_lowest_kcal_mol": 18.2,
  "species": ["O", "H", "H", "O", "H", "H", "O", "H", "H", "O", "H", "H", "O", "H", "H", "O", "H", "H", "O", "H", "H", "O", "H", "H"],
  "coordinates": [[-5.3933, -14.7330, -7.7429], [-5.8053, -14.1172, -7.1369], [-4.8114, -15.2577, -7.1931], [-3.6730, -12.8333, -6.2650], [-2.9574, -13.4040, -6.5450], [-3.9705, -12.4090, -7.0698], [-5.6088, -14.7646, -2.2622], [-4.8412, -15.2836, -2.0224], [-5.2547, -14.0296, -2.7628], [-6.8838, -13.2434, -5.7788], [-7.6247, -12.7188, -5.4753], [-6.1834, -13.0531, -5.1548], [-8.3386, -10.1933, -7.1505], [-9.2355, -9.8590, -7.1450], [-8.3422, -10.9007, -6.5057], [-8.9657, -11.7631, -5.1141], [-9.6282, -12.4539, -5.1046], [-9.2358, -11.1619, -4.4200], [-5.4067, -12.0361, -3.6058], [-5.5930, -11.6482, -2.7508], [-4.4802, -11.8494, -3.7573], [-8.0009, -15.1643, -8.4226], [-8.1930, -14.6710, -7.6251], [-7.0466, -15.1428, -8.4940]],
  "forces_ev_per_angstrom": [[-0.6, -0.6, -1.2], [-0.6, 1.2, 1.2], [0.4, -0.5, 0.3], [-0.4, -0.3, 0.3], [0.5, -0.1, 0.0], [0.0, 0.4, -0.3], [-0.2, -0.2, 0.0], [0.1, -0.2, 0.2], [0.0, 0.4, -0.2], [0.5, -1.2, -1.2], [-0.3, 0.5, 0.3], [0.4, 0.2, 0.6], [0.4, 0.3, -0.6], [-0.2, 0.1, -0.1], [-0.1, 0.0, 0.1], [-0.3, -0.4, 0.3], [-0.4, -0.2, 0.0], [0.1, 0.4, 0.3], [0.0, -0.3, -0.2], [-0.2, 0.1, 0.3], [0.4, 0.1, -0.2], [-1.1, -1.0, -0.5], [-0.4, 0.9, 1.1], [2.2, 0.3, -0.5]]
}

=====

{
  "formula": "C14H27N3O4S",
  "method": "the ωB97M-V functional and the def2-TZVPD basis",
  "e_homo_ev": -8.7,
  "e_above_lowest_kcal_mol": 413.1,
  "species": ["C", "H", "H", "H", "C", "C", "H", "H", "C", "N", "C", "O", "C", "C", "C", "N", "S", "O", "O", "N", "C", "H", "C", "H", "O", "C", "H", "C", "H", "H", "H", "H", "H", "C", "C", "H", "H", "H", "H", "H", "H", "H", "H", "H", "H", "H", "H", "H", "H"],
  "coordinates": [[-6.5676, -1.5731, 0.1731], [-6.8207, -2.2503, 0.8664], [-5.7163, -2.0172, -0.5253], [-7.4014, -1.3620, -0.5868], [-6.0114, -0.4819, 0.5497], [-5.6871, 0.6534, -0.2874], [-6.5872, 0.8615, -0.7891], [-5.3354, 1.6702, 0.0530], [-4.5493, 0.3221, -1.3608], [-3.2357, -0.0376, -0.5574], [-2.3259, 1.1039, -0.4230], [-2.3952, 2.0851, -1.0818], [-1.0634, 0.2167, 0.2743], [-0.2423, -0.5088, -0.4037], [0.9392, -1.0825, 0.2368], [1.6890, 0.0019, 0.9660], [2.8738, 0.4392, -0.2415], [3.3539, 1.7672, 0.2952], [2.4135, 0.7044, -1.6876], [3.8889, -0.6263, -0.0882], [4.6720, -0.9083, -1.4867], [3.9517, -0.6502, -2.1007], [5.9122, 0.1600, -1.3788], [6.5196, -0.1455, -2.0923], [6.6906, 0.0908, -0.5043], [6.0161, 0.2618, 0.8747], [6.6130, -0.0740, 1.7346], [4.7495, -0.5179, 0.9772], [3.9833, -0.3856, 1.9300], [5.0693, -1.7494, 1.2598], [5.6001, 1.3915, 0.7813], [5.5202, 1.0527, -1.6636], [5.0932, -1.9029, -1.3501], [0.9980, 0.9112, 1.5577], [-0.2154, 1.4948, 0.8031], [0.2044, 2.2767, -0.0622], [-0.7131, 2.2821, 1.2341], [0.6962, 0.6021, 2.7890], [1.7033, 1.8892, 1.8105], [0.5115, -1.5139, 1.3349], [1.6828, -1.7642, -0.0890], [-0.0462, -0.0290, -1.1061], [-0.9644, -1.5030, -0.6976], [-1.5164, -0.2453, 1.3120], [-3.3378, -0.7909, -0.0998], [-4.6312, -0.6497, -1.8525], [-4.1800, 1.0006, -1.9142], [-6.6543, -0.0039, 1.3973], [-5.1476, -0.4659, 1.2199]],
  "forces_ev_per_angstrom": [[-1.6, -7.1, -9.8], [-1.0, -2.4, 2.4], [-1.9, -0.4, 0.9], [0.7, -0.6, 1.2], [3.6, 11.3, 9.7], [2.1, 2.0, -4.2], [-1.3, 0.7, -1.4], [-0.5, -1.4, 0.9], [-0.4, -6.7, 6.6], [-1.6, 11.0, -6.0], [0.4, -8.8, -0.2], [0.1, 1.2, 0.6], [-6.6, 11.4, 10.0], [-1.1, -16.0, 2.3], [-1.3, 0.2, 7.9], [5.2, -5.4, -6.3], [-4.8, 11.9, -1.3], [-0.4, -2.8, -0.6], [0.7, -2.6, 4.0], [3.5, -4.5, -4.5], [4.1, 0.7, 6.6], [-2.8, 0.5, -4.0], [-10.3, -2.3, -9.5], [1.9, -1.2, -5.4], [7.9, -1.4, 16.3], [-1.3, 3.3, -1.8], [0.4, 0.8, -0.8], [-0.3, -5.8, 5.8], [2.6, 0.5, -1.9], [-0.6, 3.2, -0.9], [1.6, -2.2, 0.9], [-1.6, 3.4, -0.4], [-0.6, -0.2, -0.5], [-2.8, 8.6, 7.0], [2.7, -1.1, -2.8], [-0.7, -2.8, 1.2], [-1.8, 1.0, 2.2], [0.5, 0.3, -3.4], [-1.4, -2.6, -0.6], [0.6, -0.2, -3.0], [-0.1, -0.7, -1.2], [3.6, 6.8, -12.1], [2.1, 2.1, -0.2], [0.9, 0.9, -2.5], [0.1, -6.4, 4.9], [-0.9, 0.4, -0.6], [1.5, 5.2, -4.4], [0.2, -0.3, -1.1], [0.6, -1.5, 0.1]]
}